# 1
A structure of composition C8H12N2PV. Source: the Open Molecules 2025 dataset; level of theory: the ωB97M-V functional and the def2-TZVPD basis.

Cartesian coordinates (Å):
C (-1.380, 0.426, -1.061)
C (-1.219, 0.490, -2.468)
C (-0.220, 1.295, -3.052)
C (0.824, 1.789, -2.269)
C (0.960, 1.360, -0.943)
V (0.256, -0.335, -0.885)
P (-0.950, -2.633, -0.090)
H (-2.338, 0.231, -0.561)
H (-1.929, 0.001, -3.140)
H (-0.296, 1.617, -4.094)
H (1.718, 1.846, -0.311)
H (1.533, 2.524, -2.671)
H (-0.466, -3.925, 0.337)
H (-2.043, -3.098, -0.883)
H (-1.690, -2.452, 1.123)
N (1.223, -0.454, 3.008)
C (0.847, 0.894, 2.942)
C (0.262, 1.058, 1.732)
N (0.350, -0.138, 1.013)
C (0.956, -1.042, 1.826)
H (1.701, -0.890, 3.794)
H (1.021, 1.621, 3.717)
H (-0.198, 1.919, 1.296)
H (1.079, -2.105, 1.638)

Energy above the lowest of the compared OMol25 structures with the same formula, charge and spin in kJ/mol: 0.00
Charge: +1
Spin multiplicity: 2
Gap between HOMO and LUMO (spin up / spin down) in eV: 8.20 / 8.10
Highest occupied orbital energy (spin up / spin down) in eV: -11.7 / -11.5
LUMO (spin up / spin down) in eV: -3.500 / -3.443


# 2
A structure of composition C20H37GeN3O7RuSi3. Source: the Open Molecules 2025 dataset; level of theory: the ωB97M-V functional and the def2-TZVPD basis.

Cartesian coordinates (Å):
Ru (0.120, -0.039, -0.512)
N (-0.837, 2.133, -0.178)
C (-0.766, 2.439, 1.251)
C (-0.844, 1.158, 2.053)
O (-1.176, 1.130, 3.214)
N (-0.490, 0.017, 1.343)
C (-0.767, -1.270, 1.960)
C (-0.990, -2.306, 0.864)
O (-1.311, -3.433, 1.107)
O (-0.750, -1.852, -0.370)
H (-0.528, 2.904, -0.759)
H (-1.789, 1.917, -0.464)
H (-1.545, 3.116, 1.605)
H (0.200, 2.900, 1.469)
H (-1.638, -1.200, 2.614)
H (0.067, -1.607, 2.584)
C (2.382, -3.516, -0.218)
Si (3.469, -2.170, -0.865)
C (3.538, -2.148, -2.713)
C (5.199, -2.181, -0.182)
Ge (2.503, 0.076, -0.134)
Si (3.399, -0.165, 2.296)
C (3.129, -1.899, 2.876)
C (2.319, 1.057, 3.166)
C (5.162, 0.386, 2.224)
Si (3.444, 2.110, -1.043)
C (3.238, 3.469, 0.216)
C (5.237, 1.750, -1.386)
C (2.518, 2.523, -2.606)
H (2.613, -4.429, -0.775)
H (1.322, -3.308, -0.373)
H (2.557, -3.720, 0.838)
H (4.051, -3.074, -2.994)
H (4.117, -1.311, -3.104)
H (2.551, -2.145, -3.157)
H (5.761, -2.979, -0.674)
H (5.225, -2.378, 0.888)
H (5.724, -1.246, -0.384)
H (2.182, -2.308, 2.522)
H (3.094, -1.892, 3.969)
H (3.932, -2.568, 2.569)
H (1.292, 0.714, 3.259)
H (2.337, 2.043, 2.703)
H (2.718, 1.162, 4.182)
H (5.766, -0.195, 1.530)
H (5.590, 0.260, 3.223)
H (5.236, 1.442, 1.966)
H (3.757, 3.256, 1.151)
H (2.185, 3.645, 0.442)
H (3.648, 4.401, -0.180)
H (5.788, 1.491, -0.482)
H (5.710, 2.634, -1.822)
H (5.348, 0.933, -2.101)
H (1.441, 2.391, -2.493)
H (2.844, 1.904, -3.442)
H (2.704, 3.568, -2.865)
O (-1.075, 0.588, -2.461)
C (-0.109, 0.142, -3.100)
O (0.926, -0.267, -2.428)
C (-0.102, 0.073, -4.576)
C (1.090, -0.105, -5.272)
C (1.080, -0.148, -6.655)
C (-0.135, -0.016, -7.300)
C (-1.333, 0.162, -6.636)
C (-1.310, 0.212, -5.253)
N (-0.150, -0.066, -8.786)
O (0.911, -0.246, -9.341)
O (-1.204, 0.164, -9.334)
H (2.019, -0.202, -4.733)
H (1.981, -0.283, -7.233)
H (-2.250, 0.258, -7.198)
H (-2.223, 0.351, -4.692)

Charge: +1
Spin multiplicity: 6
Gap between HOMO and LUMO (spin up / spin down) in eV: 7.59 / 5.93
Highest occupied orbital energy (spin up / spin down) in eV: -11.0 / -12.3
LUMO (spin up / spin down) in eV: -3.446 / -6.373


# 3
A structure of composition C53H44FeIN4O6P2. Source: the Open Molecules 2025 dataset; level of theory: the ωB97M-V functional and the def2-TZVPD basis.

Cartesian coordinates (Å):
Fe (-0.210, 0.153, 0.051)
C (0.110, 3.447, -2.722)
C (0.974, 2.333, -3.226)
N (1.399, 2.404, -4.467)
C (2.197, 1.451, -4.959)
C (2.736, 0.454, -4.177)
C (3.731, -0.509, -4.778)
O (5.054, -0.350, -4.274)
C (2.358, 0.385, -2.823)
C (3.137, -0.401, -1.887)
N (2.944, -0.349, -0.631)
C (3.854, -0.731, 0.328)
C (5.173, -0.257, 0.241)
C (6.064, -0.436, 1.279)
C (5.671, -1.106, 2.428)
C (4.382, -1.599, 2.522)
C (3.469, -1.414, 1.492)
I (0.895, 1.583, 1.849)
C (1.321, 1.243, -2.363)
O (0.714, 1.109, -1.223)
H (0.532, 4.400, -3.038)
H (0.022, 3.422, -1.637)
H (-0.886, 3.362, -3.161)
H (2.443, 1.530, -6.013)
H (3.720, -0.385, -5.865)
H (3.442, -1.534, -4.540)
H (5.394, 0.504, -4.558)
H (3.961, -0.990, -2.301)
H (5.460, 0.284, -0.651)
H (7.069, -0.042, 1.199)
H (6.361, -1.241, 3.249)
H (4.074, -2.121, 3.420)
O (3.206, -6.412, 1.153)
C (2.152, -5.926, 1.544)
O (1.175, -6.282, 2.212)
C (1.956, -4.392, 1.102)
C (2.167, -3.422, 2.032)
C (2.035, -1.981, 1.663)
N (1.215, -1.766, 0.510)
C (1.080, -2.702, -0.359)
C (1.522, -4.041, -0.167)
C (0.385, -2.238, -1.644)
O (0.781, -2.683, -2.705)
O (-0.535, -1.382, -1.416)
H (2.485, -3.658, 3.042)
H (1.594, -1.416, 2.492)
H (1.451, -4.747, -0.984)
C (-3.490, -0.942, 1.465)
N (-4.084, 0.258, 0.961)
C (-3.894, 0.436, -0.455)
P (-2.220, 1.125, -0.920)
C (-2.368, 2.827, -0.286)
C (-2.246, 2.946, 1.101)
C (-2.315, 4.183, 1.715)
C (-2.480, 5.324, 0.944)
C (-2.580, 5.218, -0.435)
C (-2.528, 3.977, -1.052)
C (-2.460, 1.199, -2.721)
C (-1.557, 0.542, -3.555)
C (-1.701, 0.605, -4.932)
C (-2.749, 1.321, -5.487)
C (-3.673, 1.949, -4.662)
C (-3.536, 1.888, -3.286)
C (-5.217, 0.824, 1.591)
C (-5.543, 2.166, 1.369)
C (-6.623, 2.747, 2.011)
C (-7.413, 2.005, 2.877)
C (-7.112, 0.669, 3.084)
C (-6.028, 0.080, 2.449)
P (-1.616, -0.937, 1.683)
C (-1.490, -0.333, 3.405)
C (-0.444, -0.744, 4.231)
C (-0.281, -0.198, 5.491)
C (-1.156, 0.779, 5.943)
C (-2.213, 1.176, 5.141)
C (-2.385, 0.622, 3.881)
C (-1.574, -2.764, 1.830)
C (-1.671, -3.505, 0.652)
C (-1.798, -4.884, 0.696)
C (-1.848, -5.540, 1.917)
C (-1.785, -4.808, 3.089)
C (-1.656, -3.428, 3.053)
H (-3.699, -1.798, 0.813)
H (-3.861, -1.171, 2.461)
H (-4.662, 1.094, -0.857)
H (-3.969, -0.528, -0.979)
H (-2.099, 2.056, 1.696)
H (-2.220, 4.251, 2.792)
H (-2.514, 6.297, 1.417)
H (-2.684, 6.109, -1.040)
H (-2.611, 3.914, -2.127)
H (-0.760, -0.044, -3.122)
H (-0.985, 0.098, -5.566)
H (-2.853, 1.382, -6.563)
H (-4.501, 2.496, -5.093)
H (-4.265, 2.384, -2.657)
H (-4.936, 2.764, 0.706)
H (-6.836, 3.794, 1.837)
H (-8.257, 2.461, 3.376)
H (-7.734, 0.071, 3.737)
H (-5.836, -0.971, 2.617)
H (0.236, -1.513, 3.895)
H (0.538, -0.529, 6.117)
H (-1.014, 1.221, 6.920)
H (-2.911, 1.925, 5.495)
H (-3.232, 0.940, 3.284)
H (-1.654, -2.996, -0.302)
H (-1.852, -5.444, -0.229)
H (-1.929, -6.616, 1.954)
H (-1.822, -5.312, 4.046)
H (-1.625, -2.879, 3.983)

Energy above the lowest of the compared OMol25 structures with the same formula, charge and spin in kJ/mol: 152.44
Charge: 0
Spin multiplicity: 2
Gap between HOMO and LUMO (spin up / spin down) in eV: 4.92 / 4.92
Highest occupied orbital energy (spin up / spin down) in eV: -7.8 / -7.8
LUMO (spin up / spin down) in eV: -2.891 / -2.903


# 4
A structure of composition C42H32IN2O7PPdS2. Source: the Open Molecules 2025 dataset; level of theory: the ωB97M-V functional and the def2-TZVPD basis.

Cartesian coordinates (Å):
Pd (0.676, -0.192, 1.473)
S (2.857, -3.662, -0.440)
C (1.643, -2.980, -1.651)
C (0.702, -2.170, -0.808)
C (1.254, -1.761, 0.357)
C (2.489, -2.360, 0.641)
C (3.392, -1.777, 1.576)
C (4.563, -2.377, 2.047)
C (5.347, -1.686, 2.946)
C (4.967, -0.407, 3.335)
C (3.794, 0.120, 2.831)
N (3.017, -0.548, 1.982)
H (1.169, -3.799, -2.190)
H (-0.296, -1.925, -1.132)
H (4.824, -3.369, 1.702)
H (6.245, -2.136, 3.351)
H (5.566, 0.173, 4.023)
H (3.460, 1.110, 3.106)
C (-6.694, 2.002, 0.764)
C (-5.301, 2.104, 1.329)
C (-4.761, 1.046, 2.058)
C (-3.482, 1.121, 2.585)
C (-2.727, 2.269, 2.371)
C (-3.247, 3.332, 1.653)
C (-4.534, 3.248, 1.146)
S (-1.074, 2.353, 3.000)
O (-0.784, 3.746, 3.210)
O (-0.159, 1.802, 1.938)
O (-1.070, 1.501, 4.179)
H (-6.808, 1.085, 0.183)
H (-6.922, 2.849, 0.117)
H (-7.437, 1.978, 1.564)
H (-5.354, 0.152, 2.221)
H (-3.062, 0.307, 3.160)
H (-2.645, 4.222, 1.511)
H (-4.944, 4.080, 0.584)
I (-0.040, -1.125, 10.334)
C (0.119, -0.900, 8.260)
C (0.691, 0.255, 7.744)
C (0.794, 0.402, 6.371)
C (0.330, -0.604, 5.534)
C (-0.251, -1.750, 6.056)
C (-0.356, -1.905, 7.431)
C (0.459, -0.465, 4.068)
O (-0.113, -1.259, 3.274)
O (1.315, 0.341, 3.582)
H (1.041, 1.037, 8.404)
H (1.204, 1.307, 5.943)
H (-0.619, -2.514, 5.384)
H (-0.802, -2.797, 7.847)
O (-2.252, 1.195, -0.565)
C (-1.635, 0.386, 0.007)
N (-1.043, -0.520, 0.565)
O (0.932, 0.405, -1.577)
P (0.626, 0.107, -3.004)
C (1.633, -1.265, -3.625)
C (2.464, -2.096, -2.674)
C (3.424, -2.995, -3.403)
C (3.413, -3.174, -4.741)
C (2.531, -2.431, -5.565)
C (1.697, -1.469, -4.978)
C (-1.083, -0.353, -3.451)
C (-1.441, -1.679, -3.686)
C (-2.744, -2.012, -4.027)
C (-3.703, -1.016, -4.146)
C (-3.358, 0.309, -3.920)
C (-2.056, 0.639, -3.576)
C (0.954, 1.582, -4.016)
C (0.496, 1.773, -5.321)
C (0.756, 2.961, -5.984)
C (1.462, 3.974, -5.347)
C (1.907, 3.797, -4.046)
C (1.654, 2.604, -3.382)
H (3.018, -1.407, -2.024)
H (4.126, -3.547, -2.790)
H (4.104, -3.873, -5.195)
H (2.537, -2.565, -6.638)
H (1.094, -0.852, -5.629)
H (-0.695, -2.463, -3.629)
H (-3.006, -3.047, -4.203)
H (-4.719, -1.274, -4.418)
H (-4.104, 1.088, -4.002)
H (-1.799, 1.674, -3.391)
H (-0.095, 1.011, -5.814)
H (0.394, 3.103, -6.995)
H (1.654, 4.905, -5.865)
H (2.442, 4.592, -3.542)
H (1.978, 2.458, -2.359)

Energy above the lowest of the compared OMol25 structures with the same formula, charge and spin in kJ/mol: 338.16
Charge: 0
Spin multiplicity: 5
Gap between HOMO and LUMO (spin up / spin down) in eV: 5.93 / 5.24
Highest occupied orbital energy (spin up / spin down) in eV: -7.1 / -8.5
LUMO (spin up / spin down) in eV: -1.207 / -3.266


# 5
A cluster of 2 separate species, CHF2NO2 in total. Source: the Open Molecules 2025 dataset; level of theory: the ωB97M-V functional and the def2-TZVPD basis.

Cartesian coordinates (Å):
C (-1.101, 0.264, 0.043)
N (1.843, -1.085, -0.045)
O (-1.754, -0.678, -0.060)
O (-1.051, 1.391, 0.588)
F (1.095, 0.144, -0.218)
F (1.184, -1.912, -0.824)
H (-0.218, 1.877, 0.516)

Energy above the lowest of the compared OMol25 structures with the same formula, charge and spin in kJ/mol: 432.71
Charge: 0
Gap between HOMO and LUMO (spin up / spin down) in eV: 11.51 / 5.53
Highest occupied orbital energy (spin up / spin down) in eV: -11.3 / -6.9
LUMO (spin up / spin down) in eV: 0.179 / -1.337


# 6
A structure of composition C15H15N3O3Os. Source: the Open Molecules 2025 dataset; level of theory: the ωB97M-V functional and the def2-TZVPD basis.

Cartesian coordinates (Å):
N (0.411, 2.234, 0.349)
C (0.299, 3.356, 0.644)
C (0.321, 4.780, 0.792)
H (-0.707, 5.169, 0.755)
H (0.909, 5.209, -0.036)
H (0.781, 5.063, 1.751)
N (1.835, -1.190, 0.095)
C (2.803, -1.826, 0.092)
C (3.995, -2.604, 0.031)
H (4.671, -2.154, -0.707)
H (3.732, -3.629, -0.262)
H (4.469, -2.610, 1.021)
N (-1.882, -1.279, 0.348)
C (-2.951, -1.630, 0.645)
C (-4.247, -2.225, 0.795)
H (-4.218, -3.021, 1.554)
H (-4.543, -2.653, -0.176)
H (-4.976, -1.461, 1.101)
Os (0.111, -0.068, 0.942)
C (0.071, -1.624, 2.012)
O (0.080, -2.554, 2.720)
C (1.516, 0.593, 2.016)
O (2.369, 0.961, 2.723)
C (0.613, 1.259, -2.023)
C (-0.779, 1.332, -1.890)
C (-1.533, 0.167, -1.890)
C (-0.897, -1.073, -2.022)
C (0.483, -1.145, -2.138)
C (1.243, 0.029, -2.141)
H (1.228, 2.163, -2.010)
H (-1.282, 2.295, -1.767)
H (-2.618, 0.232, -1.769)
H (-1.470, -2.005, -2.007)
H (0.962, -2.127, -2.203)
H (2.335, -0.006, -2.209)
O (-1.925, 1.255, 2.830)
C (-1.208, 0.788, 2.032)

Charge: +4
Spin multiplicity: 5
Gap between HOMO and LUMO (spin up / spin down) in eV: 5.23 / 5.33
Highest occupied orbital energy (spin up / spin down) in eV: -20.1 / -24.3
LUMO (spin up / spin down) in eV: -14.843 / -19.011


# 7
An isolated molecule of C24H40N2O4. Source: the Open Molecules 2025 dataset; level of theory: the ωB97M-V functional and the def2-TZVPD basis.

Cartesian coordinates (Å):
C (-4.192, -0.253, -2.256)
C (-5.287, -0.814, -1.347)
C (-4.804, -2.174, -0.825)
C (-5.810, -2.816, 0.120)
C (-6.093, -1.845, 1.256)
C (-6.560, -0.520, 0.673)
N (-5.555, 0.053, -0.205)
C (-5.878, 1.432, -0.506)
C (-5.314, 2.391, 0.560)
O (-5.747, 3.711, 0.323)
C (-3.777, 2.320, 0.610)
O (-3.398, 1.154, 1.297)
C (-2.232, 0.535, 0.954)
C (-1.209, 1.106, 0.210)
C (-0.064, 0.384, -0.098)
C (0.077, -0.923, 0.340)
O (1.150, -1.736, 0.075)
C (2.154, -1.288, -0.800)
C (3.125, -0.268, -0.175)
O (2.944, 0.991, -0.781)
C (4.595, -0.692, -0.360)
N (5.443, 0.418, 0.039)
C (5.840, 0.371, 1.437)
C (6.998, -0.595, 1.709)
C (8.191, -0.231, 0.832)
C (7.762, -0.207, -0.633)
C (6.556, 0.722, -0.856)
C (6.938, 2.200, -0.744)
C (-0.934, -1.489, 1.118)
C (-2.068, -0.771, 1.421)
H (-3.346, 0.069, -1.653)
H (-4.537, 0.577, -2.868)
H (-3.852, -1.034, -2.932)
H (-6.209, -0.970, -1.946)
H (-3.863, -2.015, -0.296)
H (-4.616, -2.834, -1.674)
H (-5.416, -3.759, 0.504)
H (-6.738, -3.032, -0.418)
H (-5.181, -1.673, 1.827)
H (-6.857, -2.240, 1.928)
H (-7.515, -0.674, 0.132)
H (-6.744, 0.188, 1.483)
H (-5.446, 1.721, -1.466)
H (-6.968, 1.597, -0.572)
H (-5.697, 2.132, 1.550)
H (-5.468, 3.974, -0.562)
H (-3.386, 2.320, -0.416)
H (-3.399, 3.211, 1.133)
H (-1.271, 2.128, -0.130)
H (0.716, 0.868, -0.661)
H (1.725, -0.849, -1.709)
H (2.699, -2.197, -1.071)
H (2.897, -0.193, 0.901)
H (3.764, 1.481, -0.607)
H (4.750, -0.905, -1.420)
H (4.786, -1.611, 0.207)
H (6.134, 1.380, 1.738)
H (4.967, 0.090, 2.028)
H (6.684, -1.618, 1.488)
H (7.269, -0.550, 2.765)
H (8.576, 0.748, 1.125)
H (8.996, -0.956, 0.968)
H (7.482, -1.219, -0.936)
H (8.590, 0.116, -1.267)
H (6.189, 0.567, -1.879)
H (7.645, 2.454, -1.529)
H (7.394, 2.430, 0.213)
H (6.052, 2.820, -0.861)
H (-0.810, -2.501, 1.471)
H (-2.851, -1.201, 2.025)

SMILES: C[C@H]1CCCCN1C[C@H](O)COc1ccc(OC[C@H](O)CN2CCCC[C@@H]2C)cc1
Energy above the lowest of the compared OMol25 structures with the same formula, charge and spin in kJ/mol: 44.76
Charge: 0
Gap between HOMO and LUMO in eV: 8.45
Highest occupied orbital energy in eV: -7.7
LUMO in eV: 0.789


# 8
A cluster of 2 separate species, C6H12O in total. Source: the Open Molecules 2025 dataset; level of theory: the ωB97M-V functional and the def2-TZVPD basis.

Cartesian coordinates (Å):
C (-1.360, -1.297, -1.714)
C (-1.214, -0.007, 0.818)
C (0.051, 0.565, 0.462)
C (0.089, 1.856, -0.330)
C (0.815, 0.536, 1.827)
C (1.367, -0.182, 0.665)
O (1.385, -1.567, 0.766)
H (-1.164, -2.266, -1.245)
H (-0.418, -0.834, -2.027)
H (-2.006, -1.434, -2.582)
H (-1.012, -1.036, 1.177)
H (-1.873, -0.637, -1.000)
H (-0.073, 1.643, -1.394)
H (-0.713, 2.521, 0.005)
H (1.050, 2.376, -0.235)
H (0.409, -0.070, 2.632)
H (1.222, 1.496, 2.130)
H (2.227, 0.264, 0.160)
H (1.218, -1.928, -0.116)

Energy above the lowest of the compared OMol25 structures with the same formula, charge and spin in kJ/mol: 467.07
Charge: 0
Gap between HOMO and LUMO in eV: 8.85
Highest occupied orbital energy in eV: -8.3
LUMO in eV: 0.534